(1)
50
Properties=species:S:1:pos:R:3:forces:R:3 method="wB97M-V/def2-TZVPD" energy_ha=-1693.2369 orbital_gap_ev=7.60 lumo_ha=-0.002 smiles="CC(=O)N1CCn2c1nc(C)c2-c1cn(S(=O)(=O)c2ccccc2)c2ccccc12" homo_ev=-7.64 max_force_ev_per_a=3.9 charge=0 mol_weight_g_mol=420.5 relative_energy_ev=3.662
C 7.292542 0.005354 -0.810521 -0.596 0.112 -0.029
C 6.024470 -0.370598 -1.576093 1.420 -0.869 -2.682
O 6.205965 -0.816626 -2.722128 -1.342 0.885 2.176
N 4.770249 -0.137405 -1.012065 1.526 -0.682 0.785
C 4.500918 -0.111302 0.435251 0.589 0.927 1.461
C 2.957747 -0.040498 0.632663 0.003 -0.716 -1.662
N 2.559231 0.088808 -0.773804 -0.202 -1.104 0.939
C 3.575346 -0.052679 -1.658868 -1.703 0.890 -0.894
N 3.198609 0.082106 -2.894867 -1.304 0.043 -0.219
C 1.783106 0.236185 -2.784247 -0.069 -0.554 -1.017
C 0.852810 0.468387 -3.967915 1.354 -0.361 -0.162
C 1.365777 0.131581 -1.498383 -0.604 0.777 1.023
C -0.005800 0.230494 -0.889994 -0.424 0.743 0.824
C -0.419400 1.052929 0.149179 0.417 -0.793 -1.259
N -1.815248 0.885966 0.375249 -0.415 1.191 1.737
S -2.795018 2.029918 1.360721 0.183 3.150 -1.436
O -3.792427 2.740172 0.502095 1.820 -2.937 1.860
O -1.875603 2.977729 2.006305 -0.615 -2.352 -0.742
C -3.568559 0.992319 2.629862 0.035 -0.568 -0.247
C -2.831334 0.083642 3.404072 -0.260 0.544 -0.295
C -3.485448 -0.691111 4.373706 0.275 0.667 -0.786
C -4.870796 -0.589206 4.548826 0.831 1.161 -1.273
C -5.598161 0.321418 3.755698 0.485 -0.290 0.628
C -4.933145 1.122671 2.815654 -0.715 0.104 0.113
C -2.304448 -0.127610 -0.461968 1.334 0.228 -0.934
C -3.542243 -0.739802 -0.602072 0.102 1.094 0.623
C -3.681558 -1.699343 -1.579948 -0.726 -0.107 0.474
C -2.631666 -2.064029 -2.404228 1.020 -0.180 0.240
C -1.359086 -1.491736 -2.261761 -0.999 -0.083 -0.129
C -1.206121 -0.499568 -1.288069 0.412 -0.428 -0.175
H 7.113392 0.923936 -0.263211 0.220 0.032 0.468
H 7.634359 -0.808667 -0.180517 -0.207 -0.030 0.464
H 8.112737 0.162184 -1.517560 -0.503 0.022 -0.113
H 4.960859 -0.937183 1.019625 -0.270 0.329 -0.731
H 4.893330 0.829709 0.860575 0.162 -0.404 -0.159
H 2.628778 0.845646 1.140004 0.073 0.313 0.624
H 2.529955 -0.936709 1.098775 0.119 0.190 -0.080
H 1.124148 1.435263 -4.418157 -0.034 -0.448 -0.211
H 0.975029 -0.369962 -4.693630 -0.083 0.800 0.267
H -0.191607 0.536081 -3.688018 -0.044 -0.082 0.294
H 0.262461 1.700921 0.693693 -0.868 0.191 0.153
H -1.756779 0.072182 3.242376 -0.104 -0.362 0.202
H -2.863942 -1.342151 4.967543 -0.169 -0.179 0.186
H -5.327909 -1.159863 5.314124 -0.569 -0.478 0.488
H -6.670828 0.421403 3.947364 0.418 0.102 -0.305
H -5.470024 1.887881 2.258211 0.017 -0.295 -0.033
H -4.339244 -0.387230 0.043931 -0.229 -0.352 -0.172
H -4.638958 -2.214290 -1.655584 0.219 0.147 -0.133
H -2.810439 -2.902854 -3.053433 0.187 0.008 -0.468
H -0.536026 -1.774461 -2.918465 -0.165 0.004 0.318

(2)
79
Properties=species:S:1:pos:R:3:forces:R:3 method="wB97M-V/def2-TZVPD" energy_ha=-1904.9114 orbital_gap_ev=7.33 lumo_ha=-0.069 smiles="CCOC(=O)CCCC1=C(F)C(=O)c2c(OC[C@@H](C)O)cccc2C1=O.COCCOC.COCCOC" homo_ev=-9.21 max_force_ev_per_a=8.5 charge=0 mol_weight_g_mol=544.6
C -3.035847 5.729639 -0.311174 -0.477 -0.298 -0.226
C -4.635114 5.412940 -0.554133 0.780 0.654 -2.265
O -5.470644 5.663698 0.629550 0.553 -3.851 1.246
C -5.694250 4.450447 1.429745 -1.216 -4.624 -0.931
O -6.011300 3.235455 0.964086 2.244 7.775 2.119
C -5.603121 4.583068 3.088895 -0.929 -0.161 -0.207
C -4.639358 3.427233 3.774675 -0.208 0.123 1.223
C -3.030810 3.780442 3.694560 0.486 -0.047 -1.031
C -2.049532 2.457204 3.797886 -0.912 -2.526 2.733
C -2.268915 1.381823 4.845984 0.666 1.842 -2.271
F -3.341633 1.431028 5.876789 3.352 0.088 -3.190
C -1.294698 0.022755 4.897982 1.392 -2.695 3.437
O -0.918564 -0.588399 6.023718 -2.648 4.060 -7.012
C -0.839483 -0.537503 3.389144 0.371 0.097 -1.701
C -0.713246 -2.143732 3.089611 1.221 2.558 -1.611
O -1.055836 -3.102064 4.192733 -0.746 2.500 -3.862
C -2.457852 -3.497331 3.861416 -1.167 0.413 -0.705
C -3.476231 -3.470519 5.146049 -0.756 0.961 -0.184
C -4.160819 -1.981277 5.426880 -0.586 -0.788 0.725
O -4.628441 -4.358356 4.776711 0.960 2.038 -0.564
C -0.222022 -2.599739 1.587297 -0.357 4.314 0.907
C 0.101982 -1.420212 0.449750 -1.231 0.593 3.758
C -0.064669 0.208346 0.763870 -0.663 -2.549 2.990
C -0.543636 0.664281 2.263430 0.374 -3.535 -1.032
C -0.775447 2.253163 2.732915 2.803 2.395 -1.002
O 0.017334 3.249908 2.322944 -5.340 -6.174 2.436
H -2.785598 6.739559 -0.884097 -0.249 -2.306 1.397
H -2.782221 5.823952 0.830760 -0.510 -0.104 -2.277
H -2.443866 4.805225 -0.760523 -1.014 2.196 0.938
H -4.994653 6.177759 -1.396700 0.514 -1.690 2.045
H -4.743064 4.347681 -1.025859 -0.163 1.920 1.395
H -6.707713 4.347516 3.471307 2.373 0.480 -0.973
H -5.364131 5.668677 3.453752 -0.180 -2.094 -0.903
H -4.914385 3.400350 4.934820 0.462 0.076 -2.568
H -4.918110 2.359563 3.360084 0.766 2.323 0.561
H -2.856938 4.268897 2.619614 -0.055 -1.102 2.384
H -2.689809 4.576331 4.511064 -0.881 -1.789 -1.760
H -2.874385 -2.692034 3.086537 0.668 -1.764 1.676
H -2.444016 -4.516772 3.279243 -0.107 1.737 1.539
H -2.998564 -3.809413 6.164782 -0.904 0.266 -2.285
H -4.590012 -1.498747 4.438889 1.149 -0.853 1.871
H -3.482275 -1.263313 6.053739 -1.182 -1.320 -1.535
H -5.109906 -2.211624 6.113618 2.081 0.474 -1.468
H -5.167384 -3.800583 4.132872 0.971 -1.126 1.251
H -0.088464 -3.733863 1.329141 -0.298 2.516 0.550
H 0.467944 -1.817338 -0.591709 -0.770 1.037 2.217
H 0.164880 1.024928 -0.072985 -0.563 -2.085 2.121
C 3.687726 -2.560865 -2.147593 -0.056 -0.001 0.186
O 2.496629 -3.341768 -2.098987 0.306 -0.037 -0.290
C 2.273480 -4.063668 -3.312728 -0.180 -0.312 0.411
C 2.679118 -5.533803 -3.170083 0.417 0.345 -0.335
O 4.093059 -5.667908 -2.994326 -0.414 0.154 0.366
C 4.449518 -5.886039 -1.633393 0.106 -0.011 -0.126
H 3.925317 -2.238968 -1.130634 -0.140 -0.055 -0.069
H 4.539703 -3.132630 -2.534656 -0.179 0.066 -0.023
H 3.520259 -1.672314 -2.764126 0.144 -0.001 -0.088
H 2.797461 -3.589903 -4.152199 0.039 -0.111 0.129
H 1.199538 -4.014784 -3.519374 0.017 -0.035 -0.028
H 2.420205 -6.061422 -4.093505 -0.025 0.034 0.022
H 2.137437 -6.012804 -2.345620 0.046 0.135 -0.023
H 4.220275 -6.919601 -1.356925 -0.041 0.021 0.143
H 3.937081 -5.194797 -0.953157 0.017 -0.104 -0.138
H 5.526702 -5.734283 -1.534517 -0.102 -0.017 -0.120
C 6.110069 2.200636 -7.188284 0.070 0.104 0.159
O 5.377937 2.639031 -6.046937 -0.145 -0.483 -0.265
C 4.100562 2.004577 -5.947523 0.275 0.144 0.509
C 4.117889 0.874473 -4.913720 0.014 -0.181 -0.596
O 4.958681 -0.203645 -5.336605 0.109 0.453 0.244
C 6.229387 -0.180784 -4.695070 -0.036 -0.114 -0.114
H 7.146768 2.526723 -7.073409 -0.159 0.049 0.060
H 6.102648 1.108571 -7.287977 -0.081 0.154 0.015
H 5.697256 2.663115 -8.090159 0.023 -0.112 -0.078
H 3.768086 1.637948 -6.926689 0.090 -0.067 0.133
H 3.389844 2.769585 -5.618759 -0.012 -0.041 0.005
H 3.105047 0.470945 -4.816558 -0.010 0.034 -0.007
H 4.427711 1.246567 -3.929770 0.036 0.046 -0.138
H 6.125577 -0.538308 -3.666169 0.101 0.082 0.085
H 6.679771 0.819347 -4.699522 -0.142 -0.122 0.015
H 6.894080 -0.862275 -5.230687 -0.158 0.024 0.003